ORCA calculation (ωB97M-V with the def2-TZVPD basis set) on a single C3H4N2O molecule in a non-equilibrium geometry.

Results
relative energy (zero: lowest compared OMol25 entry of this formula, charge and spin) = 468.7 kJ/mol
structure (SMILES) = C/C(C#N)=N\O
E = -301.3087 hartree
spin multiplicity = 1

Geometry as XYZ:
```
10
C3H4N2O | OMol25 | ωB97M-V with the def2-TZVPD basis set
C -0.0223 0.8259 0.0043
C -0.2782 -0.5635 -0.1857
C -1.6509 -0.8012 -0.1963
N -2.8089 -0.7562 0.1032
N 0.5373 -1.5415 0.0042
O 1.7502 -0.9016 -0.0304
H 0.7869 0.7623 0.8691
H 0.7655 1.3572 -0.7777
H -0.7198 1.5843 -0.0517
H 1.6401 0.0343 0.2609
```

ORCA calculation (ωB97M-V with the def2-TZVPD basis set) on 2 unconnected molecules or ions with the total composition C3H4N2O.

Results
relative energy (zero: lowest compared OMol25 entry of this formula, charge and spin) = 532.1 kJ/mol
structure (SMILES) = C#[N+][O-].C#CN
E = -301.2846 hartree
spin multiplicity = 1

Geometry as XYZ:
```
10
C3H4N2O | OMol25 | ωB97M-V with the def2-TZVPD basis set
C 0.5531 -1.7221 0.6483
N 1.2988 -2.1090 1.4468
O 2.0729 -2.5349 2.2689
H -0.1327 -1.2274 -0.0246
C 0.2030 2.3224 -0.1990
C -0.4062 1.3640 -0.5963
N -1.1181 0.2582 -0.9798
H 0.6897 3.2217 0.1039
H -1.0735 0.0916 -1.9797
H -2.0871 0.3356 -0.6887
```

ORCA calculation (ωB97M-V with the def2-TZVPD basis set) on a molecular structure, C3H4N2O in a non-equilibrium geometry.

Results
relative energy (zero: lowest compared OMol25 entry of this formula, charge and spin) = 422.1 kJ/mol
E = -301.3264 hartree
spin multiplicity = 1

Geometry as XYZ:
```
10
C3H4N2O | OMol25 | ωB97M-V with the def2-TZVPD basis set
N 0.2219 -1.5601 1.1927
C -0.8225 -0.9251 0.8958
O -0.8547 0.0439 -0.0697
C 0.3510 0.3987 -0.6756
C 0.3611 1.5511 -1.4980
N 0.4487 2.5694 -2.0662
H 0.0512 -2.2381 1.9317
H -1.8234 -1.0325 1.3296
H 1.0655 -0.4265 -0.7332
H 1.0012 1.6191 -0.3071
```

ORCA calculation (ωB97M-V with the def2-TZVPD basis set) on a single C3H4N2O molecule.

Results
relative energy (zero: lowest compared OMol25 entry of this formula, charge and spin) = 257.4 kJ/mol
structure (SMILES) = [H]/N=C/C(O)=C=N
E = -301.3892 hartree
spin multiplicity = 1

Geometry as XYZ:
```
10
C3H4N2O | OMol25 | ωB97M-V with the def2-TZVPD basis set
H 0.7384 2.1513 1.6417
N 0.6250 1.5604 0.8215
C 0.1343 0.4266 1.1301
C -0.1712 -0.5549 0.0853
O -0.4881 -1.8455 0.4692
C -0.0622 -0.1604 -1.1748
N -0.1062 0.2902 -2.3109
H -0.1240 0.0932 2.1436
H -1.3174 -2.1211 0.0599
H 0.7498 0.1488 -2.8488
```

ORCA calculation (ωB97M-V with the def2-TZVPD basis set) on a single C3H4N2O molecule in a non-equilibrium geometry.

Results
relative energy (zero: lowest compared OMol25 entry of this formula, charge and spin) = 213.5 kJ/mol
structure (SMILES) = [H]/N=C1/C=NCO1
E = -301.4059 hartree
spin multiplicity = 1

Geometry as XYZ:
```
10
C3H4N2O | OMol25 | ωB97M-V with the def2-TZVPD basis set
H -2.5036 1.0126 -0.0954
N -2.1698 0.0534 -0.0848
C -0.9582 0.0081 0.1469
C -0.1161 -1.1565 0.1764
N 1.1026 -0.8613 0.0293
C 1.2721 0.5400 -0.0844
O 0.1128 1.1326 0.3006
H -0.4101 -2.1015 0.3416
H 2.1773 0.8677 0.4443
H 1.4930 0.5049 -1.1746
```

ORCA calculation (ωB97M-V with the def2-TZVPD basis set) on a single C3H4N2O molecule in a non-equilibrium geometry.

Results
relative energy (zero: lowest compared OMol25 entry of this formula, charge and spin) = 228.5 kJ/mol
structure (SMILES) = Cc1nnco1
E = -301.4002 hartree
spin multiplicity = 1

Geometry as XYZ:
```
10
C3H4N2O | OMol25 | ωB97M-V with the def2-TZVPD basis set
C -1.6289 0.3691 0.1378
C -0.1359 0.1319 0.0795
N 0.9089 0.8337 0.8546
N 2.0241 0.2511 0.5004
C 1.8188 -0.6870 -0.3967
O 0.4810 -0.8367 -0.6238
H -1.9460 -0.2634 -0.7112
H -2.2210 0.1369 0.9572
H -1.8607 1.4353 0.0376
H 2.5598 -1.3709 -0.8354
```